47
Properties=species:S:1:pos:R:3 method="wB97M-V/def2-TZVPD" s2=0.754 relative_energy_ev=0.409 multiplicity=2
H -0.2083 -1.9053 5.5559
H 0.6000 1.0258 -3.5858
C -1.3235 -1.5441 -1.6067
H -0.5541 -2.1711 -1.1570
H -2.4168 -3.1841 -2.4683
H 1.9272 2.8411 -0.0471
C -1.2581 2.1152 0.9918
Cl 1.7793 -3.6923 1.1213
Br 2.4488 -0.8593 3.4023
C -0.6541 -3.6264 4.1611
H 4.8988 0.6890 -3.9296
C -0.9895 -3.6381 2.7701
C -0.4343 -2.2638 4.5572
H -1.3021 -4.5011 2.1861
C -1.5208 3.2748 1.7142
C 0.9528 2.9791 0.4210
H 2.9509 -0.2279 -0.1866
H 5.0256 -0.0761 -1.5598
C 1.6616 0.5055 -1.7667
C -0.5823 -1.4343 3.3912
H 2.6802 1.1798 -4.9498
H -0.6515 -4.4945 4.8149
C 0.6764 4.1278 1.1620
H -2.2810 1.7481 -1.7418
C 2.7392 0.8946 -3.9019
H -2.4810 3.3907 2.2198
C -0.0457 1.9884 0.2657
C -1.2355 -0.1352 -1.4717
C -2.2988 0.6753 -1.9299
C -2.3760 -2.1034 -2.3264
P 0.2352 0.5004 -0.6865
C 1.5750 0.8272 -3.1422
C 2.9064 0.1201 -1.2170
H -0.7946 5.2222 2.3238
Ti 1.1166 -2.7535 3.0078
H -1.9852 1.3060 0.9706
C 4.0589 0.1895 -1.9972
C -3.3744 -1.2844 -2.8751
C -0.5671 4.2970 1.7862
H -0.5073 -0.3517 3.3641
C 3.9866 0.6015 -3.3330
C -0.9172 -2.2879 2.2794
H 1.4323 4.9064 1.2485
H -4.1620 0.7226 -3.0003
H -4.1650 -1.7244 -3.4867
H -1.2141 -1.9631 1.2839
C -3.3513 0.0938 -2.6315

***

47
Properties=species:S:1:pos:R:3 method="wB97M-V/def2-TZVPD" s2=6.034 multiplicity=5 charge=+1 e_tot_ha=-2244.81971
H -1.8493 2.0101 -1.2729
H 1.7420 1.2472 -6.5983
Ru -0.3196 -0.0801 0.2570
C 0.3260 2.0191 -0.7117
C 5.0516 0.5760 0.1298
C -1.3215 1.7716 0.9094
H 0.8165 2.1841 -1.6682
H 5.4682 1.5775 0.2363
C 1.4592 -2.8442 -1.7965
H 6.7021 -0.4091 1.1140
H -0.4315 0.7016 -5.5004
H 2.5087 -2.6746 -3.6795
C 0.9759 1.8866 0.5633
Cl -1.7305 -1.2038 -1.0533
C 1.7265 0.8399 -5.5875
H 0.3379 -3.2811 0.0029
H 2.0436 1.9307 0.7401
H 5.7147 -2.6874 0.8745
C 2.9270 0.6229 -4.9093
C -0.0267 1.7373 1.5695
P 1.6763 -1.1028 -1.4422
H 3.8596 -0.0943 -3.0927
H 3.3027 1.2819 -0.9246
Cl 0.4341 -1.4290 1.8416
H 0.1440 1.6269 2.6324
C 3.2699 -0.8724 -0.6376
H 0.2255 -5.7220 -0.4599
C 2.0228 -3.3559 -2.9730
H 1.2787 -6.6454 -2.5252
C 0.4869 0.0113 -3.6842
C 1.3203 -5.5768 -2.3216
C 3.9407 -1.9849 -0.1023
C 2.9215 0.0854 -3.6238
H -2.2853 1.6892 1.3990
C 0.5076 0.5349 -4.9748
C 3.8257 0.4140 -0.5128
C 5.1843 -1.8136 0.4998
C 0.7956 -3.6985 -0.8980
C 0.7315 -5.0633 -1.1637
C -1.0887 1.9358 -0.5069
C 5.7374 -0.5369 0.6258
H 3.8810 0.8621 -5.3749
H 3.4842 -2.9733 -0.1804
C 1.7000 -0.2352 -3.0131
H -0.4586 -0.2270 -3.1878
C 1.9618 -4.7244 -3.2221
H 2.4211 -5.1135 -4.1274